Molecular formula: C5H8
Method: DFT, ωB97M-V with the def2-TZVPD basis set

Each line ends with the Mulliken charge.
Geometry (Å):
1 C 0.94 0.28 -0.14  -0.11
2 C 0.74 -1.08 -0.45  -0.69
3 C -0.84 -0.86 0.90  -0.79
4 C -1.29 0.37 0.60  0.00
5 C -0.29 1.17 -0.25  -0.61
6 H 1.75 0.00 -1.29  0.20
7 H 1.56 0.45 0.75  0.24
8 H 0.18 -1.35 -1.34  0.29
9 H 1.52 -1.77 -0.12  0.33
10 H -1.39 -1.53 1.58  0.30
11 H -2.22 0.87 0.90  0.33
12 H -0.58 1.30 -1.31  0.25
13 H -0.08 2.16 0.16  0.28

Properties
Relative energy (zero: lowest compared OMol25 entry of this formula, charge and spin)   103.1 kcal/mol
LUMO   1.07 eV
Charge   0
Orbital gap   9.158 eV
HOMO energy   -8.092 eV